Computed, not measured: C30H43CeCl3NP as an isolated structure in a non-equilibrium geometry, with ωB97M-V/def2-TZVPD.

```
79
Properties=species:S:1:pos:R:3:forces:R:3
P -0.3069 0.6791 -0.6663 0.190 -0.462 1.284
C -1.9353 0.2174 -1.3141 -0.691 0.563 0.227
C -2.3995 1.0754 -2.4736 -0.442 -0.093 -0.853
C -3.8432 0.7035 -2.8537 0.042 0.067 0.082
C -3.9901 -0.7921 -3.1518 0.089 0.053 0.066
C -3.4794 -1.6427 -1.9866 0.193 0.196 0.064
C -2.0300 -1.2692 -1.6314 -0.128 -0.526 -0.271
C 1.1047 0.0784 -1.6035 0.398 0.374 -0.471
C 1.0077 0.4974 -3.0503 0.584 -0.091 -1.056
C 2.3194 0.1566 -3.7882 -0.243 0.050 0.004
C 2.6663 -1.3281 -3.6485 0.016 0.013 0.127
C 2.7230 -1.7502 -2.1753 -0.095 0.131 -0.069
C 1.4127 -1.4129 -1.4554 0.058 -0.336 0.441
C -0.2093 2.5194 -0.6483 -0.115 -0.157 -1.288
C -1.3515 3.1519 0.1480 -0.243 0.004 0.084
C -1.3469 4.6797 -0.0131 0.135 -0.176 0.101
C 0.0086 5.2763 0.3822 -0.004 -0.216 0.034
C 1.1540 4.6179 -0.3930 -0.152 -0.162 0.028
C 1.1452 3.0919 -0.2245 0.175 -0.038 0.211
H -2.6296 0.4087 -0.4483 0.662 -0.150 -0.692
H -1.7395 0.9119 -3.3476 -0.265 0.081 0.252
H -2.3531 2.1480 -2.2400 -0.002 -0.235 -0.013
H -4.1686 1.3001 -3.7118 -0.027 -0.030 0.017
H -4.5005 0.9678 -2.0101 0.091 -0.046 -0.132
H -5.0340 -1.0333 -3.3711 0.000 0.024 -0.018
H -3.4102 -1.0356 -4.0527 -0.032 0.013 0.048
H -4.1105 -1.4737 -1.1010 0.089 -0.040 -0.129
H -3.5397 -2.7081 -2.2308 -0.004 0.077 0.023
H -1.6712 -1.8875 -0.7932 -0.018 0.343 -0.221
H -1.3822 -1.4925 -2.4968 -0.177 0.006 0.132
H 1.9572 0.6066 -1.1239 -0.393 -0.194 -0.200
H 3.1295 0.7603 -3.3568 -0.053 -0.043 -0.025
H 0.7947 1.5749 -3.1525 0.068 -0.258 0.039
H 0.1754 -0.0390 -3.5410 0.236 0.117 0.146
H 2.2376 0.4353 -4.8439 0.044 -0.016 0.013
H 3.6195 -1.5414 -4.1425 -0.030 0.016 -0.014
H 1.9010 -1.9256 -4.1622 0.031 0.039 0.026
H 2.9329 -2.8236 -2.0880 -0.056 0.168 0.014
H 3.5462 -1.2184 -1.6731 -0.110 -0.089 -0.070
H 1.4961 -1.6799 -0.3853 -0.171 0.160 -0.588
H 0.5955 -2.0224 -1.8691 0.191 0.116 0.087
H -0.3509 2.7264 -1.7176 -0.024 0.776 0.018
H -2.3307 2.7365 -0.1513 0.401 0.147 0.163
H -1.2413 2.8953 1.2209 -0.063 0.144 -0.320
H -1.5594 4.9268 -1.0610 0.007 -0.021 0.039
H -2.1498 5.1152 0.5892 0.046 0.002 -0.028
H 0.1719 5.1154 1.4579 -0.036 0.022 -0.118
H 0.0101 6.3555 0.2190 0.000 0.050 0.003
H 2.1174 5.0184 -0.0691 -0.013 0.021 0.006
H 1.0485 4.8513 -1.4610 0.017 0.011 0.066
H 1.9657 2.6508 -0.8119 -0.261 0.112 0.198
H 1.3546 2.8260 0.8332 -0.055 0.127 -0.446
Ce -0.1403 0.2112 1.9888 -0.976 -2.183 0.578
Cl 2.3507 0.2521 1.5782 2.049 0.624 -0.437
Cl -2.6525 0.3533 2.0364 -2.096 0.637 0.258
C -0.5431 -2.0207 1.4745 -0.576 7.949 0.351
H -1.5896 -2.0262 1.3068 -1.005 -0.869 -0.011
C 0.2538 -3.0590 1.5391 2.391 -2.481 -0.156
C 1.6887 -3.0790 1.5930 -0.179 0.592 0.093
C 2.3519 -4.2850 1.5991 0.263 -0.282 0.111
C 1.6498 -5.4873 1.5719 -0.519 -0.208 -0.033
C 0.2325 -5.4462 1.5280 1.046 -1.607 0.036
C -0.4211 -4.2638 1.5105 -1.160 -1.841 -0.019
H 2.2409 -2.1208 1.6117 -0.401 -0.887 0.023
H 3.4464 -4.2976 1.6303 -0.290 -0.004 -0.013
H -0.3230 -6.3961 1.5063 0.218 0.377 0.003
H -1.5224 -4.2153 1.4714 0.607 -0.193 0.022
H 2.1681 -6.4367 1.5828 0.035 -0.047 0.001
Cl 1.5049 2.6810 6.8303 0.195 0.914 0.479
C 1.2103 1.2019 6.0646 -0.623 -1.808 -1.477
C 1.3552 -0.0194 6.7450 0.196 1.004 0.533
C 1.0994 -1.2121 6.0881 -0.001 -0.838 0.157
C 0.7060 -1.1832 4.7718 0.018 -2.733 0.537
N 0.5606 -0.0521 4.1177 0.327 1.860 0.573
C 0.8066 1.1562 4.7246 0.260 -0.200 1.063
H 1.6629 -0.0118 7.7812 0.018 0.033 0.022
H 1.2069 -2.1744 6.6179 -0.060 0.652 -0.412
H 0.4885 -2.1560 4.2253 0.283 1.491 0.494
H 0.6759 2.0871 4.1459 0.123 -0.593 0.205
```
Positions in Å, forces in eV/Å.

Summary:
Spin multiplicity: 2
Total energy, hartree: -3420.79032
Charge: -1
Energy relative to the best compared isomer or geometry (same formula, charge and spin), eV: 1.480
Expectation value of S²: 0.81
Frontier orbital gap (alpha / beta), eV: 4.3036 / 4.5651